92
Properties=species:S:1:pos:R:3:mulliken_charge:R:1 method="wB97M-V/def2-TZVPD" largest_force_ev_per_a=6.59 charge=-1 spin_multiplicity=1 homo_ev=-4.480
O -0.027 4.199 -0.585 -0.407
O -0.843 -0.136 0.083 -0.184
O 0.158 0.143 -1.822 -0.749
O 4.393 1.021 0.346 -0.275
O 6.224 -4.257 -0.333 -0.269
O 2.047 2.434 -2.040 -0.688
O 2.598 -3.240 2.233 -0.191
O -5.419 3.100 0.105 -0.426
O -0.760 1.821 -3.956 -0.592
O -2.029 -0.221 -1.855 -0.861
O 0.533 0.790 3.200 -0.350
O -2.488 -1.319 1.685 -0.657
O -7.094 -1.753 -1.838 -0.232
N -5.511 0.726 -2.149 -0.254
N 2.375 3.250 0.609 0.211
N 3.696 -2.904 -0.382 -0.302
C -0.916 -0.074 -1.246 0.869
C 7.580 -4.361 -0.805 -0.832
C 3.738 3.304 1.152 -0.730
C -4.948 3.100 -1.269 -0.739
C 4.747 2.390 0.511 -0.949
C -4.480 2.825 1.101 -0.306
C -7.631 -0.470 -1.486 -0.831
C 0.925 -0.495 3.351 -0.258
C 5.256 -4.515 -1.367 -0.697
C 3.866 -4.215 -0.940 -0.397
C -8.117 -2.780 -1.849 -0.801
C 2.264 -2.646 -0.083 -0.345
C 2.864 -4.434 2.887 -0.817
C -6.505 0.503 -1.063 -0.368
C 0.027 3.777 0.808 -0.051
C 1.685 -3.411 1.077 -0.846
C 1.446 4.078 1.318 -1.168
C 4.490 0.266 1.584 -0.514
C -1.278 3.951 -1.136 -0.817
C -4.474 1.771 -1.848 -0.104
H -2.180 -1.604 2.546 0.304
H 1.546 -4.438 0.738 0.482
H 1.326 2.923 -1.642 0.302
H -4.950 3.235 1.995 0.300
H 0.591 -1.015 2.453 -0.298
H 2.212 -1.577 0.126 -0.179
H -8.679 -2.769 -0.915 0.317
H -4.396 1.743 1.203 0.227
H -8.455 -0.366 -0.780 0.435
H -7.734 -3.799 -1.908 0.255
H -0.764 4.278 1.366 0.473
H -1.243 1.088 -3.574 0.310
H 4.470 -0.793 1.325 0.027
H 0.685 -3.016 1.259 0.529
H -1.427 2.340 -4.405 0.250
H 0.453 -1.077 4.144 0.393
H -1.740 -0.859 1.303 0.531
H 4.970 2.744 -0.496 0.373
H 0.849 1.263 3.974 0.230
H -6.021 0.966 -2.987 0.287
H -2.057 4.457 -0.566 0.464
H 3.211 -4.285 -1.809 0.385
H -3.480 3.244 0.995 -0.004
H -5.779 3.398 -1.908 0.376
H 4.109 4.303 1.381 0.493
H 7.900 -3.679 -1.593 0.288
H -7.009 1.452 -0.881 0.329
H 3.460 -4.282 3.787 0.241
H 7.661 -5.411 -1.083 0.342
H -8.049 -0.112 -2.427 0.343
H -1.714 2.952 -1.119 0.259
H -8.783 -2.645 -2.701 0.292
H 2.002 -0.662 3.329 0.247
H 3.675 0.465 2.279 0.166
H 5.587 -4.019 -2.280 0.422
H 1.382 3.856 2.384 0.395
H 5.308 -5.584 -1.574 0.390
H 0.102 -0.010 -0.024 -0.164
H -6.076 0.241 -0.096 0.273
H -3.697 1.417 -1.169 -0.107
H 5.705 2.338 1.027 0.488
H 3.474 -5.155 2.343 0.236
H -0.115 2.699 0.878 -0.005
H -4.094 2.022 -2.838 0.353
H 2.809 2.652 -1.503 0.332
H 3.602 3.000 2.190 0.421
H -1.302 4.307 -2.166 0.282
H 1.996 2.321 0.724 -0.006
H 1.617 -2.753 -0.954 0.551
H 4.006 -3.125 0.554 0.238
H 3.648 -4.976 -0.190 0.159
H 1.905 -4.921 3.064 0.362
H -4.194 3.875 -1.411 0.392
H 8.163 -4.325 0.115 0.256
H 5.364 0.337 2.232 0.443
H 1.758 5.122 1.288 0.446